DFT (ωB97M-V/def2-TZVPD) results for a single C11H15N3 molecule at a distorted geometry.

Its max |F| is 6.62 eV/A. For the gap between HOMO and LUMO, the calculation gives 8.9917 eV. The value obtained for the LUMO energy is 0.36 eV. Its total energy is -592.18965 a.u.

```
29
Properties=species:S:1:pos:R:3:forces:R:3:mulliken_charge:R:1
C -3.3428 1.3810 -0.8294 -0.8 1.5 1.0 -1.12
C -3.6480 -0.1914 -0.4504 -3.3 5.6 -1.1 -0.37
C -2.6897 -0.5055 0.6175 3.3 -2.5 3.8 -0.47
C -1.2688 -0.6730 -0.0320 -1.9 -1.8 -1.5 -0.11
C -0.3375 -1.6153 0.7646 0.6 -1.9 1.6 -0.97
N 1.0603 -1.3210 0.3373 2.2 -1.7 -0.6 0.63
N 1.7206 -2.4059 -0.3225 -3.7 0.5 1.2 -0.37
N 2.7797 -2.0495 -0.7736 4.5 0.3 -1.0 -0.61
C 3.1392 -0.7177 -0.4262 -0.4 -2.6 0.4 0.33
C 4.3575 -0.0452 -0.4930 0.9 3.0 1.2 -0.69
C 4.0946 1.3688 -0.0935 1.9 -0.3 -2.5 -0.23
C 2.8637 1.9084 0.3547 0.7 -1.1 0.5 -0.69
C 1.7942 1.0337 0.5972 -1.5 1.4 3.6 -0.05
C 2.0123 -0.2645 0.2690 -2.6 -0.8 -0.6 0.65
H -2.4005 1.6825 -1.2904 0.1 -0.8 -0.6 0.34
H -3.2510 2.1095 0.0978 -0.8 -1.7 -1.3 0.28
H -4.2087 1.7544 -1.4739 1.3 -0.3 0.8 0.35
H -4.8941 0.1517 -0.2763 3.5 -2.4 0.1 0.27
H -3.4621 -0.6475 -1.4420 -0.5 -0.5 0.9 0.24
H -2.6447 -1.5795 1.1456 -1.5 2.0 -1.0 0.34
H -2.5211 0.2353 1.5598 -1.1 -1.4 -2.4 0.22
H -0.8456 0.2947 -0.2618 0.5 0.0 -0.1 0.23
H -1.5408 -1.2638 -1.0597 1.2 1.6 2.2 0.14
H -0.4161 -1.6875 2.0330 0.0 0.8 -3.5 0.25
H -0.5418 -2.8056 0.4525 0.8 3.4 0.7 0.34
H 5.5480 -0.4006 -0.6225 -4.0 0.7 -0.2 0.28
H 4.8820 2.1265 -0.4842 -1.1 -1.3 1.4 0.25
H 2.8740 2.9441 0.6855 -0.3 -0.1 -0.3 0.35
H 0.8873 1.1827 1.4167 2.3 0.3 -2.6 0.19
```
Forces are in eV/Å.